[1]
This record from the Open Molecules 2025 dataset describes C52H139N9O19 as an isolated structure in a non-equilibrium geometry. The level of theory is ωB97M-V/def2-TZVPD.

Energy relative to the best compared isomer or geometry (same formula, charge and spin): 1453.1 kcal per mole
2S+1: 1

Cartesian coordinates (Å):
C: 22.4636 1.5297 -13.8484
O: 21.3155 2.2414 -14.4136
H: 22.2743 1.1426 -12.8472
H: 22.8259 0.7797 -14.5515
H: 23.3170 2.1968 -13.7266
H: 20.9250 1.7428 -15.1350
C: 16.3350 -2.3727 -18.3870
O: 16.6363 -0.9950 -18.4271
H: 15.9254 -2.7986 -19.3029
H: 17.1767 -2.9938 -18.0806
H: 15.5864 -2.4400 -17.5975
H: 17.4203 -0.6827 -18.8848
C: 15.0335 -3.8782 -15.9864
O: 14.6800 -4.4729 -14.7112
H: 15.7556 -4.4626 -16.5566
H: 14.0403 -3.9488 -16.4301
H: 15.4719 -2.8892 -15.8530
H: 15.4433 -4.1726 -14.2123
C: 16.7161 -2.1773 -13.4203
O: 15.9794 -3.3746 -13.5281
H: 16.2489 -1.3975 -12.8188
H: 17.6725 -2.4672 -12.9849
H: 16.8211 -1.5398 -14.2981
H: 15.8717 -3.7342 -12.6445
C: 16.6394 0.8597 -17.3413
O: 16.8149 1.3373 -15.9980
C: 15.9486 0.7149 -15.1035
C: 16.3563 1.0476 -13.6057
N: 17.7070 0.5346 -13.3450
C: 18.2454 1.0565 -12.0683
C: 19.7056 0.5933 -11.9003
O: 19.9802 0.9929 -10.5432
C: 21.2108 0.4643 -10.0917
H: 16.6881 -0.2190 -17.4902
H: 17.3952 1.2638 -18.0148
H: 15.6421 1.1528 -17.6692
H: 16.1438 -0.3536 -15.1956
H: 14.9191 0.8268 -15.4436
H: 15.6701 0.5444 -12.9245
H: 16.3872 2.1282 -13.4664
H: 18.3146 0.5611 -14.1513
H: 17.6762 0.6257 -11.2445
H: 18.1644 2.1379 -11.9586
H: 20.3366 1.1853 -12.5631
H: 19.8947 -0.4615 -12.0994
H: 21.3399 -0.6012 -10.2819
H: 21.2101 0.6083 -9.0112
H: 22.0923 0.9514 -10.5084
C: 23.0026 -5.1839 -20.6067
O: 23.6528 -4.4742 -21.7394
C: 23.2963 -3.1305 -21.7408
C: 23.9237 -2.3343 -20.6097
N: 23.0735 -1.6842 -19.5647
C: 22.1368 -0.6132 -20.0842
C: 21.0240 -0.3875 -19.1005
O: 20.3162 -1.5603 -18.6865
C: 19.1840 -1.4954 -17.7532
H: 21.9250 -5.1249 -20.7596
H: 23.2370 -4.8579 -19.5934
H: 23.2389 -6.2461 -20.5447
H: 22.2247 -2.9327 -21.7126
H: 23.5390 -2.6817 -22.7040
H: 24.7360 -1.7407 -21.0291
H: 24.5435 -3.0822 -20.1150
H: 22.5837 -2.2535 -18.8894
H: 21.8558 -0.8132 -21.1182
H: 22.7403 0.2869 -19.9669
H: 20.3038 0.2939 -19.5534
H: 21.4824 0.0921 -18.2356
H: 19.4773 -1.7806 -16.7429
H: 18.3532 -2.1601 -17.9902
H: 18.7916 -0.4814 -17.6770
C: 15.6084 -5.6554 -14.8549
O: 16.5293 -6.7815 -14.9438
C: 16.3172 -7.9047 -14.1631
C: 17.2696 -9.0488 -14.3669
N: 17.1114 -9.8070 -15.6600
C: 18.2385 -10.7700 -15.9378
C: 19.1887 -10.1631 -16.9897
O: 19.3723 -8.7595 -16.9241
C: 20.5646 -8.2731 -16.2400
H: 14.7176 -6.1218 -15.2758
H: 16.0462 -4.8256 -15.4097
H: 15.3569 -5.4716 -13.8103
H: 15.2563 -8.1512 -14.1197
H: 16.4277 -7.5958 -13.1236
H: 17.0580 -9.7416 -13.5524
H: 18.3296 -8.8120 -14.2750
H: 17.3814 -9.0854 -16.3130
H: 18.0431 -11.7683 -16.3293
H: 18.7288 -10.9976 -14.9913
H: 18.6148 -10.2410 -17.9132
H: 20.1805 -10.6135 -16.9523
H: 20.6379 -7.2171 -16.5002
H: 21.4754 -8.7708 -16.5727
H: 20.3504 -8.3630 -15.1751
C: 22.7207 6.2769 -16.1478
O: 22.3876 4.8995 -16.2904
C: 21.0202 4.6459 -16.2882
C: 20.5041 4.3404 -17.7208
N: 20.8725 5.3779 -18.6803
C: 20.6784 5.0753 -20.0845
C: 19.2727 5.5904 -20.5742
O: 19.2465 5.8039 -21.9514
C: 19.4040 4.6091 -22.6965
H: 22.2762 6.7385 -15.2661
H: 22.4319 6.8050 -17.0566
H: 23.8043 6.3946 -16.1513
H: 20.4216 5.4814 -15.9253
H: 20.9073 3.7032 -15.7527
H: 19.4671 4.0199 -17.6211
H: 20.9568 3.3834 -17.9803
H: 21.8264 5.6651 -18.5137
H: 20.7155 4.0123 -20.3228
H: 21.4519 5.6362 -20.6090
H: 19.2278 6.5945 -20.1524
H: 18.4772 4.9854 -20.1392
H: 20.3176 4.1504 -22.3182
H: 19.4783 4.8255 -23.7622
H: 18.6592 3.8380 -22.4998
C: 18.5249 1.4406 -23.6075
O: 18.7096 1.7055 -22.2679
C: 20.0099 1.2248 -21.8880
C: 20.0992 1.6234 -20.3658
N: 19.1015 0.9829 -19.5152
C: 17.7233 1.4800 -19.5950
C: 17.4271 2.9434 -19.2892
O: 17.8960 3.3701 -17.9692
C: 17.3891 4.6297 -17.6696
H: 19.3390 1.3717 -24.3291
H: 17.6711 1.9323 -24.0736
H: 18.2026 0.3995 -23.5935
H: 20.8928 1.6405 -22.3735
H: 20.1395 0.1457 -21.9705
H: 20.1302 2.7000 -20.1985
H: 20.9947 1.1556 -19.9568
H: 19.2771 1.2487 -18.5568
H: 17.1417 1.0565 -18.7762
H: 17.2717 1.1805 -20.5407
H: 16.3444 3.0545 -19.3491
H: 17.7849 3.4962 -20.1578
H: 17.5720 5.3460 -18.4707
H: 17.7962 4.8660 -16.6865
H: 16.3026 4.5427 -17.6599
C: 17.5537 -4.8587 -16.0507
O: 18.4141 -3.6970 -15.9390
C: 18.8709 -3.3780 -14.5981
C: 19.0621 -1.8940 -14.4951
N: 20.2235 -1.4256 -15.2312
C: 20.4045 0.0290 -15.2172
C: 21.4420 0.6051 -16.2623
O: 21.1636 1.9426 -16.6688
C: 20.2734 2.0597 -17.8030
H: 16.6708 -4.7904 -15.4152
H: 18.1000 -5.7887 -15.8935
H: 17.2014 -4.9580 -17.0774
H: 19.7503 -3.9868 -14.3886
H: 18.1320 -3.7851 -13.9079
H: 19.1293 -1.5186 -13.4741
H: 18.1807 -1.5071 -15.0066
H: 20.1849 -1.8054 -16.1663
H: 20.7697 0.4370 -14.2747
H: 19.4961 0.5925 -15.4305
H: 21.6638 -0.0319 -17.1184
H: 22.3788 0.8379 -15.7561
H: 20.2505 3.0868 -18.1670
H: 19.2501 1.7643 -17.5714
H: 20.5171 1.3187 -18.5644
C: 17.4968 -6.5762 -11.0009
C: 18.5208 -5.4385 -10.9478
C: 19.0932 -4.9792 -12.3486
O: 19.5871 -6.0953 -13.1839
C: 20.0439 -5.6984 -14.5205
N: 18.0292 -4.2380 -10.2102
H: 16.5243 -6.2124 -11.3325
H: 17.3038 -6.7889 -9.9494
H: 17.8124 -7.3974 -11.6443
H: 19.4248 -5.8368 -10.4870
H: 19.9794 -4.3448 -12.3419
H: 18.3887 -4.3135 -12.8473
H: 20.2211 -6.5333 -15.1984
H: 21.0414 -5.2654 -14.4451
H: 19.3186 -5.0551 -15.0187
H: 17.7231 -4.5472 -9.2987
H: 18.7788 -3.5635 -10.1535
C: 23.3908 -2.9127 -16.9880
C: 22.1339 -2.6689 -16.1312
C: 21.8018 -3.9622 -15.3624
O: 23.0050 -4.4263 -14.6789
C: 22.8468 -5.3016 -13.5772
N: 22.4037 -1.5735 -15.2040
H: 24.2274 -3.2565 -16.3797
H: 23.8003 -1.9699 -17.3507
H: 23.1409 -3.5621 -17.8270
H: 21.3216 -2.5962 -16.8544
H: 21.4880 -4.7738 -16.0190
H: 21.0043 -3.7359 -14.6547
H: 22.3066 -4.7663 -12.7963
H: 23.7940 -5.2985 -13.0378
H: 22.5523 -6.3150 -13.8496
H: 21.4428 -1.3934 -14.9506
H: 22.8784 -1.9424 -14.3924
C: 15.8964 -6.1591 -17.7806
C: 16.9395 -7.3415 -17.6969
C: 17.7364 -7.6150 -18.9761
O: 16.7754 -7.5525 -20.0695
C: 17.4790 -7.6221 -21.3741
N: 17.7994 -6.8678 -16.6443
H: 15.1794 -6.2749 -18.5933
H: 16.4557 -5.2461 -17.9850
H: 15.3514 -5.9581 -16.8582
H: 16.5027 -8.2715 -17.3331
H: 18.2731 -8.5630 -18.9383
H: 18.4201 -6.8072 -19.2367
H: 18.4778 -8.0234 -21.2023
H: 17.4748 -6.6274 -21.8199
H: 16.9454 -8.2515 -22.0862
H: 17.3783 -6.8053 -15.7284
H: 18.6054 -7.4352 -16.4243

Forces on the atoms, in the same order (eV/Å):
C -0.1 1.4 -0.1
O 1.9 0.7 3.5
H -0.2 -0.3 -0.1
H 0.2 -0.4 1.3
H -0.2 0.5 -0.1
H 0.3 1.6 0.8
C -0.5 -0.6 -0.2
O -1.4 -5.3 -4.8
H 0.0 0.3 -0.2
H -0.3 -0.1 0.0
H 0.0 0.0 -0.5
H 0.4 -0.9 -0.9
C -4.5 2.5 -0.6
O -9.9 8.9 -4.1
H -1.6 1.3 -0.5
H 0.3 1.0 -1.0
H -0.6 0.2 0.1
H -1.1 2.2 0.5
C 0.0 1.5 1.7
O 2.6 3.2 3.3
H -0.5 -0.7 0.8
H -0.7 1.0 0.2
H -0.3 -1.7 -0.1
H 0.0 0.0 0.5
C -0.7 2.6 6.0
O 0.5 1.0 0.2
C 1.1 -0.7 1.0
C 0.5 0.0 -2.0
N -0.9 0.1 1.0
C 0.5 -1.5 -1.3
C -0.8 2.1 0.9
O 0.7 -1.2 -0.7
C -0.1 0.3 0.7
H -0.1 1.9 3.3
H 0.2 1.1 7.2
H -0.2 0.4 -0.5
H -0.3 -0.4 -0.2
H -0.4 0.5 0.6
H -0.3 0.3 0.1
H -0.6 0.2 0.1
H -0.1 0.7 0.3
H -0.2 -0.1 0.0
H 0.2 0.2 -0.2
H 0.0 0.0 -0.1
H -0.2 -0.2 0.4
H -0.3 -0.3 -0.2
H 0.2 0.0 0.0
H 0.0 0.3 -0.2
C -0.1 0.2 -1.0
O -0.6 -1.8 1.7
C -0.9 1.5 -0.3
C 0.2 -0.7 1.6
N -0.1 1.4 -2.3
C 1.9 -2.2 1.4
C 0.5 -2.3 0.4
O -0.5 -1.2 0.4
C 0.9 0.6 -1.3
H -0.1 0.2 0.1
H 0.2 0.8 -0.2
H 0.5 0.1 -0.9
H -0.6 -0.6 0.3
H 0.6 -0.4 -0.2
H -0.5 1.1 0.2
H -0.1 -0.1 0.5
H 0.2 -0.4 -0.8
H -0.3 0.1 -0.1
H -0.1 0.4 -0.8
H 1.3 -4.7 1.5
H 0.0 -0.6 -2.0
H -3.1 0.0 -3.8
H 1.6 0.2 -0.5
H 0.3 -0.1 0.2
C -3.9 -8.9 3.4
O -1.4 -1.8 4.4
C -0.4 0.8 1.4
C 0.0 -1.9 -0.8
N 0.7 -0.4 -0.1
C 0.5 1.0 1.2
C -0.3 0.4 0.4
O 2.4 -0.8 0.2
C -1.2 -0.8 -0.7
H 0.3 -1.5 -0.3
H -10.4 -5.2 1.3
H 2.4 -4.1 2.4
H -0.2 -0.7 -0.9
H 0.4 0.0 0.3
H -0.1 -0.2 0.1
H 0.1 0.8 0.3
H -0.6 0.2 -0.1
H -1.0 0.1 -0.1
H 0.4 0.2 0.2
H 0.6 -0.6 -0.4
H -0.2 -0.6 -0.5
H 0.1 -0.4 -0.4
H -0.1 -0.3 0.1
H 0.7 -0.2 0.1
C 0.3 -0.3 -0.9
O 1.1 0.9 0.4
C -1.0 -0.6 -1.3
C 3.3 5.7 1.5
N -0.9 0.4 0.5
C -1.1 0.6 0.0
C 2.0 1.1 0.9
O -0.9 -0.3 -0.9
C 0.5 -0.2 0.6
H 0.0 0.0 0.0
H -0.5 0.4 0.1
H 0.1 -0.4 0.5
H 0.1 0.1 0.5
H -0.4 0.9 0.4
H 0.2 1.7 -0.3
H 6.6 5.7 1.0
H -0.1 -0.3 0.1
H 0.8 0.4 0.1
H -0.1 -0.2 -0.4
H -0.4 0.0 0.2
H 0.1 0.2 -0.6
H 0.4 -0.2 -0.6
H 0.0 0.1 0.2
H -0.5 0.5 -0.1
C -1.9 -2.5 -1.5
O 2.4 0.6 -0.2
C -0.7 0.8 3.2
C -0.6 1.4 -2.5
N -6.2 1.5 -3.3
C -0.3 0.2 -3.3
C 0.1 -0.1 -0.6
O -0.8 -1.1 -2.6
C -1.2 0.1 0.1
H 0.7 1.0 0.5
H 0.2 0.7 0.4
H -0.3 -0.6 -0.5
H -0.4 0.6 -0.6
H -0.6 -0.3 -0.2
H -0.3 -0.5 -0.6
H 0.8 2.5 -1.8
H -0.7 -1.5 -1.5
H -0.2 -1.4 -6.8
H 0.0 0.5 -0.1
H -0.3 0.0 0.3
H 0.3 0.5 0.6
H 0.6 0.3 0.4
H -0.2 0.5 -0.2
H -0.3 0.2 0.6
C 5.4 5.4 0.2
O 1.0 1.9 0.1
C -1.0 0.6 -1.3
C 0.5 0.5 -1.4
N -4.7 1.6 2.2
C -0.5 0.3 -1.6
C 1.1 -0.6 0.0
O -1.6 0.2 -3.1
C -0.4 -7.2 2.0
H 15.7 1.6 -0.2
H 0.5 3.7 0.7
H 2.0 1.2 1.4
H -1.1 2.3 0.6
H 0.0 0.9 -1.6
H -0.1 -0.1 -0.3
H 0.3 0.5 0.2
H 2.5 0.4 2.5
H -0.6 -1.6 0.2
H -0.5 -0.1 -0.2
H -0.1 -0.1 2.1
H -0.5 -1.2 -1.3
H -4.8 -5.6 -1.8
H 0.1 0.7 2.7
H 2.2 1.9 2.8
C -0.2 1.5 0.4
C 1.7 0.3 -1.5
C 0.2 -1.0 -0.1
O -1.3 0.2 0.0
C 0.1 -2.1 1.0
N -0.2 -1.1 -1.4
H 0.0 0.1 -0.5
H 0.2 -0.9 0.0
H 0.1 0.0 0.5
H 0.0 -0.3 0.5
H 0.2 0.4 1.2
H -0.3 -1.5 1.3
H -0.6 0.1 1.4
H -1.8 -1.0 0.8
H 1.1 -2.1 -0.2
H 0.2 0.3 0.2
H 0.0 0.1 0.4
C 0.3 0.6 0.6
C 3.2 -2.1 0.0
C 2.0 1.0 -0.4
O -0.4 0.3 -0.5
C 1.2 1.4 0.6
N 4.0 -0.7 -1.0
H -0.3 -0.7 0.0
H -0.5 0.0 -0.2
H 0.5 -0.4 0.2
H 0.2 0.6 0.1
H -0.1 0.3 -0.5
H 1.5 0.7 -0.5
H -1.3 -0.6 0.0
H 0.6 -0.5 -0.6
H -0.2 0.1 0.4
H 1.3 -0.5 1.7
H 0.5 -0.3 0.0
C -0.3 -1.6 -2.1
C 0.1 0.9 0.9
C -1.7 1.1 -1.1
O 1.1 -1.0 -1.4
C -1.0 0.1 1.5
N 4.5 -5.8 -5.8
H -0.1 -0.3 0.0
H -0.9 -0.7 -1.5
H 0.3 -1.1 -0.7
H -1.1 0.0 -0.9
H -0.1 0.0 -0.2
H 0.5 0.1 0.8
H 0.1 0.2 -0.3
H 0.4 0.1 0.2
H -0.2 -0.3 0.4
H -0.4 -1.2 -1.1
H -0.7 0.0 -1.0

Atomic partial charges in e from the Mulliken method, atoms 1 to 99: C -0.02; O -0.76; H -0.17; H 0.08; H 0.41; H 1.42; C -0.75; O -0.18; H 0.30; H 0.80; H 0.61; H 0.23; C 0.57; O -0.45; H 0.93; H 0.14; H -0.25; H 0.82; C -0.77; O -0.51; H 0.45; H 0.56; H -0.30; H 0.42; C 0.05; O -0.21; C -0.08; C -1.42; N 1.19; C -1.20; C 1.07; O -0.51; C -0.67; H -0.42; H -0.80; H 0.77; H -0.08; H 0.57; H 0.41; H 0.60; H -0.71; H 0.45; H 0.30; H -0.36; H 0.25; H 0.24; H 0.33; H 0.22; C -0.60; O -0.47; C -0.35; C -1.20; N 0.19; C -1.32; C 1.22; O -0.65; C 1.25; H 0.29; H 0.07; H 0.33; H 0.31; H 0.37; H 0.40; H 0.57; H 0.04; H 0.19; H 0.35; H -0.28; H -0.06; H -0.82; H -0.81; H 0.05; C -1.07; O -0.16; C -0.70; C -0.22; N -0.49; C -1.07; C -0.39; O -0.37; C -1.45; H 1.04; H -2.57; H 0.51; H 0.43; H 0.01; H 0.48; H 0.10; H -0.24; H 0.43; H 0.36; H 0.18; H 0.53; H 0.57; H 0.36; H 0.41; C -0.78; O -0.34; C 0.14

=====

[2]
This record from the Open Molecules 2025 dataset describes a 2-piece molecular cluster, C3H7N2O overall in a non-equilibrium geometry. The level of theory is ωB97M-V/def2-TZVPD.

Energy relative to the best compared isomer or geometry (same formula, charge and spin): 3.4 kcal per mole
2S+1: 1
Charge: +1

Cartesian coordinates (Å):
C: -0.3177 1.7223 0.0616
C: -0.7908 1.2030 -1.0845
N: -1.1062 -0.1266 -0.8286
C: -0.7024 -0.4338 0.3927
N: -0.2924 0.6791 0.9768
H: 0.1199 2.6620 0.3220
H: -0.8675 1.5916 -2.0808
H: -1.6405 -0.6690 -1.4937
H: -0.9189 -1.3420 0.9231
H: -0.0372 0.7080 1.9515
H: 2.7124 -1.7542 0.8223
H: 1.9586 -2.4867 -0.2960
O: 1.8826 -1.7539 0.3336

Forces on the atoms, in the same order (eV/Å):
C 0.6 -0.4 0.5
C -0.2 -0.3 -0.1
N 0.5 0.7 -0.6
C -1.5 -0.1 0.6
N 0.2 -0.2 -0.3
H -0.1 0.3 -0.1
H -0.2 0.3 0.0
H 0.3 -0.5 0.3
H 0.3 -0.2 -0.1
H 0.2 0.2 0.0
H 0.0 0.0 0.0
H 0.1 0.2 0.2
O -0.2 -0.2 -0.2

The Mulliken scheme yields these atomic charges, measured in e: C -0.28; C -0.26; N -0.01; C -0.19; N 0.02; H 0.40; H 0.39; H 0.24; H 0.42; H 0.23; H 0.31; H 0.31; O -0.60

=====

[3]
This record from the Open Molecules 2025 dataset describes C5H10N2O as an isolated structure in a non-equilibrium geometry. The level of theory is ωB97M-V/def2-TZVPD.

Energy relative to the best compared isomer or geometry (same formula, charge and spin): 33.7 kcal per mole
2S+1: 1

Cartesian coordinates (Å):
C: 0.4424 -1.7188 0.8832
C: 0.9325 1.6817 -1.7982
C: -0.5322 -0.7617 0.2261
C: 0.2354 0.7223 -0.9193
N: -1.8819 -1.1266 0.4881
C: -0.1364 0.8252 0.5201
O: 0.8698 1.1951 1.4134
N: -0.2006 -0.4634 -1.1803
H: 0.5412 1.0891 2.3125
H: -2.0380 -2.1194 0.3608
H: -2.5282 -0.6057 -0.0932
H: -1.0742 1.3673 0.6934
H: 0.1626 -1.8708 1.9241
H: 1.4516 -1.3187 0.8322
H: 0.4163 -2.6762 0.3636
H: 0.9624 1.3020 -2.8169
H: 0.4278 2.6476 -1.7766
H: 1.9494 1.8311 -1.4329

Forces on the atoms, in the same order (eV/Å):
C -0.2 0.1 -0.3
C -0.1 0.0 -0.2
C 0.7 1.5 0.9
C -0.1 -0.6 0.0
N -0.2 0.0 0.2
C -1.0 -1.6 0.1
O 0.1 -0.1 0.0
N 0.4 0.5 -0.6
H 0.0 0.1 0.0
H 0.0 0.1 -0.1
H 0.0 -0.1 0.0
H 0.1 0.1 -0.1
H 0.0 0.0 0.1
H 0.0 0.0 0.0
H 0.0 -0.1 0.0
H 0.0 0.0 0.0
H 0.0 0.1 0.0
H 0.0 0.0 0.0

The Mulliken scheme yields these atomic charges, measured in e: C -1.60; C -1.24; C 1.20; C 0.60; N -0.60; C -0.29; O -0.55; N -0.77; H 0.34; H 0.26; H 0.25; H 0.31; H 0.37; H 0.35; H 0.41; H 0.32; H 0.32; H 0.31

=====

[4]
This record from the Open Molecules 2025 dataset describes a 2-piece molecular cluster, C3H5ClO2 overall in a non-equilibrium geometry. The level of theory is ωB97M-V/def2-TZVPD.

Energy relative to the best compared isomer or geometry (same formula, charge and spin): 77.0 kcal per mole
2S+1: 1

Cartesian coordinates (Å):
C: -0.3622 -1.2911 -0.2334
C: -0.3221 1.0946 0.7714
C: 0.4335 -0.2112 0.3402
O: -1.5680 -1.2478 -0.3541
O: 0.8427 0.2522 -1.5580
Cl: 1.9821 -0.4213 0.8855
H: 0.4196 -2.1133 -0.5829
H: 0.3961 1.8424 1.0258
H: -0.9120 0.8726 1.7628
H: -0.9722 1.3577 -0.0267
H: 0.0626 -0.1349 -2.0307

Forces on the atoms, in the same order (eV/Å):
C 0.8 -2.2 -0.5
C 0.1 -2.7 2.3
C -1.1 4.6 -2.9
O 1.3 -0.3 0.0
O -1.5 -1.3 2.4
Cl 0.8 -0.6 0.6
H -2.0 0.8 0.3
H 0.4 0.6 -0.2
H 0.9 0.3 -1.9
H -0.6 0.3 -0.4
H 0.9 0.6 0.3

The Mulliken scheme yields these atomic charges, measured in e: C -0.21; C -0.97; C 0.86; O -0.48; O -0.62; Cl -0.11; H 0.27; H 0.40; H 0.29; H 0.25; H 0.31